Here is a 12-piece molecular cluster, C32H56Cl16O12 overall in a non-equilibrium geometry from OMol25. Energies are from wB97M-V/def2-TZVPD.

Output
- ΔE to the lowest compared entry with this formula, charge and spin: 82.9 kcal per mole
- Total charge: 0
- LUMO energy: -0.23 eV
- Frontier orbital gap: 10.308 eV
- Highest occupied orbital energy: -10.535 eV

Positions of all 116 atoms, in Å:
H 1.942758 0.055272 1.002938
C 1.646928 6.486942 4.980778
Cl 2.747588 -4.986868 7.021718
H -2.721842 7.214882 -4.804922
Cl 0.498038 -1.439828 2.138358
H -2.610462 8.006442 -3.219612
H -4.018632 -7.104528 1.564938
Cl -0.649122 8.416722 -4.354202
C 1.204008 5.405162 5.922998
H -3.578522 -4.700618 -6.195742
Cl -5.222972 -2.673798 0.423918
O 3.856678 6.797532 7.627228
H 6.574508 1.479242 -4.866942
H 0.872238 7.245862 4.871278
H 4.203288 -2.504678 7.535128
C 6.376968 0.706962 -5.610352
O 0.561378 -4.270488 -5.316182
O 2.751748 7.004342 5.731708
O 4.551698 4.344712 0.024578
Cl -8.012492 -1.623448 2.116338
Cl -3.263622 0.870222 8.034238
H 7.989478 -4.157938 1.873798
H 1.882998 6.015552 4.026748
O -2.536812 -9.232988 -1.706172
H -7.269192 -0.476448 -0.031662
H 0.244408 1.328502 -0.352042
O 5.207258 5.313302 -2.027862
H -2.209202 -3.065018 -4.654392
H -5.961882 2.713082 -7.075672
H 5.413818 -3.787038 1.704208
H -7.163362 2.033412 -6.030082
H -4.392482 -8.863048 1.825048
C 2.206738 -3.406418 7.526228
C -3.020372 0.359992 6.337958
H -7.074922 -2.655888 -1.206402
H -0.462542 4.810012 7.195528
H 4.210288 1.035952 -6.130962
H -2.285752 0.937212 5.776478
C 3.217208 -2.255558 7.143098
H 3.486718 5.919832 -4.256182
C -1.513672 -7.207818 2.226858
H 4.433098 7.286782 -4.606342
Cl 7.082208 1.405182 -7.083532
C 4.894538 6.591562 -2.703782
H -1.254762 6.410132 -2.162782
H 5.815478 7.173962 -2.675672
H -1.037512 0.166562 0.000668
Cl -4.866332 0.840252 -4.154262
H 2.935268 7.576282 -2.286092
C -7.695402 -1.399728 0.360788
H 3.313788 -2.231678 6.057648
C -6.938082 -2.644428 -0.125082
O -3.803082 -8.219858 -0.117632
C 4.494318 6.312862 -4.120702
H -0.887802 5.450242 5.723308
H 4.337888 8.246462 -1.437982
Cl -0.755492 4.858732 -3.975392
H 1.906938 -3.422518 8.574058
C 4.475598 5.212342 -0.884772
Cl 4.810868 -5.942748 1.492238
O 3.610448 6.285632 -0.834212
H 1.308178 4.402782 5.507698
C 2.969088 6.417262 6.880088
C -4.351572 0.369672 5.633208
H -2.186042 -5.795218 -6.146802
Cl -0.446712 1.720342 1.706008
Cl -4.872712 2.035192 5.373948
H -5.138692 -0.204798 6.121598
H 7.006558 -0.131708 -5.313112
H -2.625522 -0.655088 6.380458
C -0.115242 0.606042 0.380628
C -1.738082 6.105462 -3.091052
C 0.120558 -3.594078 -6.397712
H 1.289778 -3.221448 6.966698
H -0.232932 -4.007208 -3.478482
C -2.242202 -8.384938 1.622848
H -0.445052 -7.406298 2.309078
O 2.111938 5.438102 7.001098
C 3.871668 7.325392 -1.787772
H 7.693268 -5.867278 1.497508
C 7.294378 -4.987608 2.002648
C 4.883978 0.245822 -5.799412
H -2.693502 5.701922 -2.755752
C 5.956398 -4.636568 1.289448
H 4.813708 -0.493238 -6.597502
Cl 7.002788 -5.291228 3.727538
Cl -6.005042 3.863282 -5.069902
H -8.660662 -1.581808 -0.111672
C -4.957522 1.487042 -5.791252
H -3.235342 -5.499558 -4.729542
H -4.008922 1.972902 -6.019722
H -5.058152 0.640032 -6.469882
C -2.694572 -8.690828 -0.618632
O 0.780868 -3.200248 -7.324812
C -1.730192 -3.910108 -5.148832
H -7.374842 -3.556828 0.280948
C -6.142042 2.413992 -6.043102
C -2.073852 7.398332 -3.947862
C -2.741452 -5.042638 -5.587102
C -3.786872 -8.132988 1.288058
C -0.501852 -4.523068 -4.400242
C 0.962198 -0.383448 0.818248
H -0.572632 -5.596448 -4.224262
H -0.279162 6.502592 7.124498
H 5.227998 5.740102 -4.687922
H -2.053612 -9.296868 2.189338
O -1.187662 -3.346968 -6.320742
H -1.761942 -6.382778 1.559198
Cl 2.633568 -0.726428 7.782458
H 6.037318 -4.479638 0.213848
H -4.286622 -0.044048 4.626868
H 1.094788 -1.003378 -0.068432
C -0.156792 5.606122 6.516678
O -1.771352 -8.528708 0.270378
H -1.728582 -7.085688 3.288458
Cl 4.248048 -0.347998 -4.261162

Forces on the atoms, in the same order (eV/Å):
H -0.362 0.300 0.335
C 0.053 -0.352 0.847
Cl 0.518 -0.583 -0.115
H 0.474 -0.069 -0.074
Cl -0.161 -0.123 0.354
H -0.255 0.074 -0.224
H -0.384 -0.158 0.072
Cl -0.275 -0.567 -0.160
C -1.152 -1.162 0.927
H 0.327 0.414 -0.204
Cl -0.309 0.087 -0.485
O -1.833 -1.253 -0.833
H -0.784 -0.115 0.157
H 0.253 0.146 -0.120
H -0.084 0.289 0.214
C -0.524 -0.256 0.303
O 0.345 -0.058 -0.564
O 0.305 2.171 -3.078
O -0.331 3.437 -4.166
Cl 0.286 0.867 -0.278
Cl 0.422 0.190 -0.193
H -0.004 -0.061 0.243
H 0.646 0.645 -0.075
O -0.543 1.639 1.916
H 0.084 0.094 0.858
H 0.352 -0.684 -0.433
O -0.744 0.436 0.951
H -0.099 -0.384 0.456
H -0.213 0.244 -0.115
H 0.612 0.215 0.153
H 0.329 -0.371 0.569
H -0.355 0.054 -0.572
C -0.414 1.740 -0.516
C -0.234 -0.875 -0.051
H 0.778 -0.130 -0.101
H 0.576 -0.296 0.172
H 0.360 0.305 0.225
H -0.115 0.424 0.480
C -0.345 -2.070 0.270
H 0.092 -0.442 0.357
C 0.080 -0.633 0.170
H 0.131 0.194 -0.179
Cl -0.156 -0.112 -0.458
C 0.441 -0.460 0.146
H 0.536 -0.106 -0.340
H 0.160 -0.265 -0.157
H 0.126 -0.205 0.358
Cl -0.010 -0.138 0.422
H 0.026 -0.146 -0.025
C -0.399 -2.219 -0.412
H -0.193 0.263 0.082
C -0.093 0.499 0.358
O -3.459 0.042 -0.283
C -0.372 0.830 -0.570
H -0.261 0.816 -0.144
H -0.194 -0.289 0.859
Cl -0.608 0.716 0.581
H 0.525 0.067 0.022
C 0.194 -1.296 2.348
Cl -0.685 -0.985 -0.091
O 0.018 -0.029 1.236
H -0.214 0.044 -0.230
C 2.320 1.199 1.320
C -0.032 -0.362 -0.772
H -0.030 -0.050 0.066
Cl -0.662 0.429 0.851
Cl -0.425 0.513 0.046
H 0.162 0.292 0.363
H -0.227 -0.152 -0.208
H -0.134 -0.056 0.053
C 0.680 0.657 0.351
C -0.190 1.197 -1.018
C 0.918 0.829 -1.276
H -0.005 0.083 0.031
H -0.278 -0.066 0.079
C -1.013 0.581 -0.738
H 0.134 0.058 -0.772
O 0.373 -1.257 1.790
C 0.577 -1.848 -1.087
H 0.085 -0.086 0.422
C -1.116 0.582 -1.150
C 1.092 0.960 -0.502
H 0.016 -0.416 -0.469
C 0.262 0.309 0.445
H 0.191 -0.368 0.406
Cl 0.317 0.043 -0.133
Cl -0.212 0.584 0.451
H -0.220 0.573 0.081
C -0.671 -0.399 -0.451
H 0.369 -0.132 0.233
H -0.215 0.186 0.146
H 0.030 -0.069 0.053
C 0.468 -2.088 -2.685
O -0.159 -0.731 1.137
C -1.434 -1.579 0.003
H -0.094 0.229 -0.017
C 0.988 -0.038 -1.055
C 0.325 -0.857 1.711
C 0.338 0.872 0.617
C 2.188 0.507 1.190
C -0.230 0.808 -0.326
C -0.139 -0.006 -1.884
H -0.149 0.085 -0.068
H 0.089 0.371 -0.618
H -0.055 -0.146 0.277
H -0.132 -0.170 -0.287
O 0.083 -0.010 -0.134
H 0.387 0.490 0.602
Cl -0.010 0.215 -0.007
H 0.513 -0.009 0.116
H 0.376 -0.118 0.037
H 0.158 -0.349 0.089
C -1.149 -1.095 0.027
O 3.455 -0.706 1.522
H -0.823 0.428 -0.144
Cl 0.024 -0.264 0.094

Results of the Mulliken charge analysis, in e, for atoms 1 through 99: 0.33 -0.30 -0.19 0.35 -0.16 0.27 0.29 -0.18 0.41 0.34 -0.18 -0.59 0.29 0.26 0.31 -0.41 -0.34 -0.34 -0.58 -0.18 -0.18 0.29 0.29 -0.60 0.37 0.28 -0.36 0.34 0.25 0.30 0.35 0.28 -0.44 -0.34 0.32 0.39 0.30 0.30 -0.38 0.31 -1.35 0.38 -0.21 0.45 0.33 0.25 0.33 -0.17 0.22 -0.39 0.29 -0.55 -0.35 -1.36 0.40 0.26 -0.20 0.35 0.67 -0.18 -0.33 0.29 0.71 -0.44 0.33 -0.18 -0.19 0.33 0.32 0.25 -0.46 -0.46 0.70 0.24 0.25 0.35 0.33 -0.36 -0.26 0.29 -0.36 -0.42 0.33 -0.49 0.32 -0.16 -0.17 0.26 -0.48 0.36 0.32 0.30 0.76 -0.56 0.32 0.35 -0.40 -0.44 -1.31

***

Here is a 4-piece molecular cluster, C32H56Cl2FN3O7P overall in a non-equilibrium geometry from OMol25. Energies are from wB97M-V/def2-TZVPD.

Output
- ΔE to the lowest compared entry with this formula, charge and spin: 0.0 kcal per mole
- Total charge: -1
- LUMO energy: 2.01 eV
- Frontier orbital gap: 6.885 eV
- Highest occupied orbital energy: -4.875 eV

Positions of all 102 atoms, in Å:
H -2.874640 0.537592 -0.523456
H -0.080529 5.312129 2.799244
H 2.749207 1.285749 1.003506
H 4.821714 4.104634 -0.206204
H 5.437128 1.585562 1.204533
H 1.445292 -4.472983 0.953435
H -0.844594 -0.795286 0.983766
C -3.725726 2.829824 0.795654
C -2.787975 -2.740081 -0.105124
O -0.962561 2.283124 1.984824
H 4.834268 1.288037 -0.400048
C 0.461393 0.420339 2.646207
N 7.723903 2.658210 0.681905
C -1.001438 -6.052199 -0.759611
H -0.947134 5.025405 0.361653
H 3.192720 -7.514359 -1.984764
H 7.747986 1.876096 1.322077
H 2.088032 -1.469113 -3.594780
C 2.916714 0.660708 3.495247
H -0.698709 -1.426249 -1.200850
H 3.536381 1.386951 2.984353
H -7.005842 1.667040 -2.864716
F -4.343935 3.820350 1.569744
C -0.203622 1.217303 1.483658
O -5.235540 2.504171 -2.330788
Cl 1.223847 6.462799 0.179296
C 4.387646 3.291106 0.369615
H 3.110041 -6.939432 -4.246257
C 2.189315 2.210745 0.857328
H -2.876092 4.345373 -0.348338
H 3.333578 0.576140 4.496348
H 2.654465 -5.585086 -3.178130
H 7.045632 1.456291 -0.848803
H 0.478119 2.258555 -2.284451
H 3.011653 -0.311938 3.017599
Cl -0.838822 -0.254900 3.727179
H -4.892052 3.361596 -2.061172
O -5.334345 -4.805528 1.310177
H 0.938026 3.902736 2.833592
H -3.081206 -5.351908 -2.261578
C -1.954496 -5.039814 -0.736627
O 2.694185 5.322064 1.914394
C 1.618055 -0.401462 -0.574463
P -0.951143 3.772111 1.061189
C 1.253333 0.436683 -3.108179
C -1.807693 0.331801 -0.539339
C -1.717918 -3.808935 -0.120293
C -6.626912 2.643258 -2.570937
H 1.419278 2.204378 3.508640
C 1.567174 5.355959 1.550275
C 1.445118 1.125897 3.595567
H -0.232386 -2.724414 1.002995
H -2.135207 0.270108 1.557252
H 6.666458 3.143602 -1.077239
H -6.285493 -4.268653 -0.461987
H -4.479699 2.485091 0.084999
H -6.824409 3.355338 -3.378623
H 0.943343 -0.465174 2.252618
C -1.662359 -0.943306 -1.381943
C 2.388419 -6.594715 -3.500238
C 0.895423 1.285670 -2.074977
N -2.794190 -1.858166 -1.262460
C 6.699212 2.352227 -0.333457
N 1.975730 -1.236649 -1.551501
C 0.498190 -4.643762 0.463295
H -3.740716 -3.259754 -0.092120
C 5.302892 2.048542 0.227063
H -2.729747 -2.183973 0.825859
C 2.975225 3.006904 -0.168834
C -6.499202 -4.740845 0.501316
H -1.345714 1.127812 -1.100190
H 1.152871 0.910893 4.614636
H -7.232008 -4.138215 1.032695
C -1.278250 0.198305 0.907307
O -3.208923 -5.287516 -1.311838
H -2.359342 2.774142 -0.849452
H -2.907530 -2.395741 -2.107824
H -1.860215 4.274258 2.059079
H -3.488157 1.996742 1.452239
H -1.216293 -7.004439 -1.221996
O 2.324003 -7.488841 -2.393487
C 0.753608 1.800994 0.389250
C 1.789669 -0.805089 -2.793875
O 0.138248 2.990531 -0.049393
H 1.400446 -6.567901 -3.952242
H 1.137538 0.713881 -4.144160
H 4.330916 3.530530 1.425268
H 0.991264 -6.633702 -0.165955
C 0.447049 4.603098 2.166520
H -6.919492 -5.736286 0.327174
H 2.209285 2.728610 1.805997
H 2.469982 3.919954 -0.463598
H -1.640813 -0.624253 -2.424363
H 7.413880 3.464794 1.211876
C -0.469168 -3.641902 0.485070
H 1.799373 -0.746759 0.433561
C 1.084977 0.868407 -0.764341
H 3.129554 2.433913 -1.082291
C -2.544472 3.376599 0.036166
C 0.241698 -5.860869 -0.160985
H -4.682085 -5.330532 0.834706
H -7.154656 2.969068 -1.669664

Forces on the atoms, in the same order (eV/Å):
H -0.129 0.178 0.024
H -0.357 0.128 -0.141
H 0.060 -0.102 0.205
H 0.075 0.292 0.183
H 0.032 -0.199 0.098
H 0.099 0.024 0.004
H -0.101 -0.204 0.150
C -0.147 -0.449 -0.553
C -0.153 -0.537 -0.183
O 1.085 0.257 0.024
H -0.158 0.030 -0.133
C 0.191 0.756 0.406
N -0.274 0.295 -0.445
C 0.360 0.072 0.195
H 0.339 -0.302 -0.187
H 0.002 0.001 0.040
H 0.068 0.014 0.196
H 0.036 -0.171 -0.014
C -0.217 0.227 0.297
H 0.105 -0.125 0.122
H 0.132 -0.044 -0.269
H 0.012 -0.023 -0.001
F -0.037 0.146 0.146
C -1.777 -0.858 -0.077
O -0.133 0.009 -0.156
Cl -0.250 0.210 -0.205
C -0.059 -0.936 -0.311
H -0.027 0.032 -0.042
C -0.064 -0.795 -0.143
H 0.126 0.229 0.049
H 0.038 -0.122 0.128
H -0.036 0.028 -0.049
H 0.138 -0.020 -0.147
H -0.062 0.135 0.151
H 0.065 -0.083 -0.129
Cl -0.086 -0.165 0.018
H 0.118 -0.053 0.076
O -0.106 -0.108 -0.017
H 0.015 0.037 0.185
H -0.102 -0.107 -0.073
C 0.121 -0.155 -0.074
O 0.913 0.023 0.084
C 0.146 0.211 -0.002
P -1.901 1.042 0.369
C 0.131 -0.194 0.266
C -0.050 -0.580 0.067
C 0.332 -0.200 0.200
C 0.182 0.105 0.091
H -0.310 0.084 -0.102
C -0.296 -0.296 0.502
C 0.671 -0.186 0.134
H -0.129 0.131 0.024
H 0.058 -0.132 0.423
H -0.015 0.203 -0.015
H -0.061 0.007 -0.016
H -0.199 -0.069 0.061
H -0.068 -0.021 -0.004
H 0.037 -0.168 -0.176
C -0.119 0.277 -0.358
C 0.089 -0.024 0.174
C 0.144 -0.166 -0.267
N 0.018 0.281 0.312
C 0.129 -0.744 0.399
N -0.013 0.164 0.049
C -0.251 -0.050 -0.088
H -0.199 0.086 0.106
C 0.053 0.438 -0.106
H 0.086 0.296 -0.019
C 0.512 0.164 0.112
C 0.212 -0.033 0.000
H 0.112 0.254 0.127
H -0.310 -0.001 0.085
H 0.000 0.016 0.018
C 0.778 0.299 -1.015
O 0.160 0.183 0.114
H -0.054 -0.135 -0.009
H 0.033 -0.119 -0.041
H 0.135 0.000 -0.064
H 0.185 0.065 0.227
H -0.201 -0.039 -0.109
O -0.007 -0.035 -0.110
C 1.170 1.045 0.335
C -0.029 0.074 -0.165
O -0.073 -0.377 -0.259
H -0.026 -0.009 0.013
H -0.059 0.108 -0.101
H 0.002 0.582 0.048
H 0.027 -0.173 -0.120
C 0.444 -0.268 -0.337
H -0.058 0.026 -0.026
H -0.194 0.246 -0.016
H -0.149 0.133 0.131
H -0.017 -0.053 -0.140
H 0.077 0.013 0.141
C 0.092 -0.380 -0.095
H 0.023 -0.187 0.105
C -0.834 -0.020 -0.390
H -0.252 -0.105 -0.170
C 0.346 -0.024 0.195
C -0.376 0.639 0.117
H 0.074 0.071 -0.026
H -0.062 -0.017 -0.029

Results of the Mulliken charge analysis, in e, for atoms 1 through 99: 0.71 0.66 0.22 0.49 0.19 0.41 -1.03 -0.14 -0.65 -0.45 -0.07 0.37 -0.69 -0.86 0.13 0.29 0.28 0.39 -1.15 0.36 0.12 0.22 -0.40 1.26 -0.42 -0.24 -1.28 0.30 -1.61 0.69 0.42 0.24 0.37 0.38 0.32 -0.21 0.27 -0.48 0.06 0.28 0.40 -0.51 0.10 -0.18 -0.71 -0.54 0.21 -0.61 -0.14 0.60 0.05 0.41 1.52 0.45 0.25 0.28 0.26 -0.22 -1.40 -0.56 -0.07 -0.27 -0.99 -0.75 -0.93 0.39 0.21 0.08 -0.84 -0.56 -0.25 0.68 0.23 -1.42 -0.55 0.25 0.30 -0.05 -0.01 0.50 -0.49 0.77 -0.57 -0.25 0.21 0.42 0.30 0.36 -0.92 0.27 1.44 0.33 0.53 0.28 0.19 0.23 0.75 0.45 -0.81

***

How do the records compare in DFT total energy? In the order shown, they have -259020.5125 -89945.5603 eV.
How do the records compare in molar mass? In the order shown, they have 1200.04 715.69 g mol⁻¹.